# 1
{
  "formula": "C37H105BF3N5O20V",
  "method": "ωB97M-V with the def2-TZVPD basis set",
  "elements": ["H", "H", "O", "H", "C", "H", "O", "N", "H", "H", "H", "C", "N", "H", "C", "C", "H", "H", "H", "O", "H", "H", "C", "H", "H", "H", "H", "O", "H", "H", "C", "C", "H", "H", "O", "H", "H", "H", "O", "C", "H", "H", "F", "H", "C", "H", "C", "C", "C", "H", "C", "F", "C", "C", "H", "H", "V", "H", "H", "H", "C", "H", "O", "C", "H", "C", "H", "O", "O", "C", "H", "H", "H", "H", "H", "C", "H", "H", "H", "H", "H", "H", "H", "H", "H", "N", "H", "H", "H", "H", "H", "H", "B", "O", "H", "O", "N", "H", "H", "C", "O", "H", "C", "H", "C", "O", "H", "C", "O", "C", "H", "H", "C", "H", "H", "H", "H", "H", "H", "H", "O", "H", "C", "O", "H", "H", "C", "H", "H", "C", "H", "H", "C", "C", "H", "H", "H", "H", "H", "O", "C", "O", "H", "H", "N", "H", "H", "H", "H", "H", "H", "H", "C", "H", "F", "H", "H", "H", "H", "H", "C", "O", "H", "C", "H", "H", "H", "C", "C", "H", "H", "O"],
  "positions_angstrom": [[0.490, 4.167, 1.649], [4.481, 0.708, -1.707], [1.042, 1.042, -3.182], [1.433, 4.862, -3.508], [1.776, -4.723, 3.188], [0.771, 9.361, -0.441], [4.093, 2.039, 0.944], [-0.311, -3.616, 4.011], [1.228, -3.937, -1.087], [0.042, 8.736, 1.066], [-7.206, -1.536, -3.431], [-3.036, -4.979, -0.288], [-1.836, 5.212, 1.898], [-0.162, 6.547, 1.921], [6.111, -4.354, -0.691], [-5.422, -2.443, -2.473], [1.581, -3.205, -2.705], [5.994, -3.279, 1.713], [-1.441, 4.736, 2.696], [-1.297, 0.276, -0.347], [4.089, 4.060, 1.138], [0.666, 5.952, 5.316], [-0.684, 2.065, 5.204], [5.087, -0.890, -1.194], [2.261, -2.027, -5.490], [-1.686, 6.210, -0.745], [2.887, 2.980, -3.006], [-5.524, 1.623, -0.273], [4.467, -3.483, 1.994], [-3.713, 2.753, 2.297], [1.935, -3.866, -1.914], [1.400, 1.913, -2.044], [-2.716, 2.123, 4.554], [0.497, 2.141, -1.478], [2.885, -2.017, 2.755], [-4.575, -2.438, 2.429], [-0.481, -4.541, 4.379], [-2.524, 5.852, 2.268], [3.006, -0.853, -1.537], [4.765, -0.690, -3.201], [-4.600, -6.149, -0.573], [-0.798, -2.065, -8.112], [0.187, -1.784, -1.261], [6.488, 3.138, 3.827], [1.446, -2.180, 2.907], [-3.338, -1.408, 1.806], [-0.285, -3.384, -5.837], [-4.350, -1.394, 2.213], [-0.119, 8.915, 0.003], [1.094, -2.984, -7.404], [-3.744, 2.192, 1.363], [-1.380, -2.907, -2.184], [-0.343, -5.405, -4.676], [1.959, 3.289, -2.525], [6.052, -5.405, -0.405], [-2.091, 7.366, 0.544], [-3.789, 1.847, -1.555], [-0.163, 4.293, -0.052], [1.007, 0.131, -2.882], [1.217, -5.081, 2.323], [0.100, 1.434, 1.192], [5.028, 2.055, 0.726], [-0.797, 4.475, 4.606], [-1.286, 6.790, 0.088], [0.490, -0.516, 0.506], [-6.609, -1.515, -2.519], [-1.045, 6.335, 5.649], [-7.419, -1.847, -1.376], [-3.173, -0.288, -1.481], [3.553, -3.961, -0.286], [0.475, -1.093, -8.078], [-0.849, -5.976, -5.455], [-3.287, 1.206, 1.443], [-3.036, 2.535, -3.168], [-1.666, 1.370, 6.754], [0.519, -2.392, -6.693], [-1.500, 3.359, -3.447], [0.484, 1.403, 2.212], [-2.689, -5.186, -1.300], [5.181, -2.603, -0.084], [2.285, 3.910, -1.690], [-1.749, 2.592, -1.895], [-2.303, 3.322, 0.709], [-6.162, -0.521, -2.540], [1.567, -3.206, 4.758], [-0.824, 1.099, 6.266], [4.468, 2.004, 3.425], [2.920, -3.419, 0.417], [-1.061, -4.283, 0.205], [-5.165, -1.048, 1.578], [1.158, -1.247, 3.391], [2.843, -4.732, 2.966], [-1.980, 2.532, -2.947], [-4.354, -0.565, 3.381], [3.027, -1.808, -1.627], [-4.497, -2.122, -3.520], [-0.277, -1.449, -7.505], [0.140, -6.084, -3.973], [-1.097, 0.212, 5.867], [1.165, -3.412, 3.766], [-3.032, 2.843, 0.307], [-0.710, -3.739, 3.091], [-0.551, 3.530, 5.713], [-0.975, -2.798, -5.229], [3.893, 3.169, 1.734], [-0.360, 7.651, -0.603], [-5.482, 3.230, 0.910], [-0.361, 5.812, 4.980], [-1.926, -4.536, 1.974], [4.640, 3.018, 3.064], [-5.044, -2.625, -1.467], [0.826, 1.841, 0.488], [-1.738, 1.893, 4.130], [-3.491, -3.988, -0.280], [1.767, -0.596, -6.350], [2.585, -0.802, 1.036], [-3.814, -1.010, 4.039], [-1.221, -5.964, 0.642], [7.088, -3.914, -0.492], [2.816, 3.225, 1.896], [6.031, 3.342, 3.008], [5.834, -4.378, -1.745], [4.353, -0.370, -1.809], [1.124, 3.963, -3.377], [-6.461, 1.423, -0.214], [4.196, 3.602, 3.870], [5.065, -3.669, 0.112], [0.217, 1.918, 4.608], [-5.871, -3.408, -2.707], [-0.696, 5.912, 1.214], [-3.930, -1.516, -3.037], [-2.813, -4.800, 2.230], [-0.981, -1.669, -1.886], [1.386, -1.478, -5.837], [2.962, 0.110, 2.458], [-5.921, 1.770, 1.761], [-0.993, 9.548, -0.148], [4.628, -2.511, -2.667], [-1.465, 1.657, -3.315], [0.447, -4.399, -5.202], [-0.405, 0.053, 0.760], [3.225, -3.503, -1.574], [-1.731, 0.887, 3.711], [1.891, -4.863, -2.350], [5.238, -3.916, 1.506], [2.065, 1.375, -1.369], [3.900, -0.450, -3.820], [4.232, -0.847, 1.754], [-1.612, 2.619, 3.327], [-0.308, 6.278, 3.997], [-0.851, -0.470, 1.607], [-2.336, -1.495, -0.079], [0.275, 4.814, 0.799], [1.572, -5.561, 3.855], [-0.709, -1.061, -3.031], [-1.133, -4.882, -4.136], [1.005, -2.234, 1.912], [5.518, -0.035, -3.640], [-0.741, 2.097, 1.392], [0.465, 3.734, 6.048], [-5.252, 2.168, 0.999], [-3.905, -5.996, 0.071], [-7.522, -1.030, -0.883], [-1.733, -5.002, 0.673], [-1.207, 3.777, 6.548], [0.773, -1.298, -4.954], [3.373, -5.034, -0.354], [3.162, -0.838, 1.960], [-1.993, -0.875, -0.908], [1.131, 5.368, 0.412], [-1.033, -3.918, -6.423], [5.231, -2.018, -3.228]],
  "spin_multiplicity": 4,
  "total_charge": 0,
  "largest_force_ev_per_a": 4.9,
  "gap_ev": [7.6, 7.7],
  "homo_energy_ha": [-0.300, -0.307],
  "total_energy_ev": -122976.49255
}

***

# 2
{
  "formula": "C5H12NO",
  "method": "ωB97M-V with the def2-TZVPD basis set",
  "elements": ["O", "H", "H", "H", "H", "C", "H", "C", "H", "C", "C", "H", "C", "H", "N", "H", "H", "H", "H"],
  "positions_angstrom": [[3.549, -0.771, -0.039], [0.490, -1.492, 0.616], [-2.007, -0.263, -1.479], [-2.365, -1.556, 0.816], [-2.364, 2.117, -1.232], [0.475, -0.858, -0.248], [3.203, 0.016, 1.825], [-2.618, -0.516, 0.593], [2.401, -0.731, -0.029], [-0.214, 0.403, -0.220], [-1.858, 0.237, -0.511], [0.621, -1.314, -1.209], [3.078, 0.167, 0.761], [0.086, 1.112, -1.018], [-2.553, 1.467, -0.450], [2.923, 1.164, 0.373], [-3.642, -0.445, 0.242], [-0.167, 0.964, 0.716], [-2.641, 0.160, 1.448]],
  "total_charge": 1,
  "largest_force_ev_per_a": 5.6,
  "gap_ev": 5.3,
  "homo_energy_ha": -0.461,
  "e_above_lowest_kj_mol": 927.02,
  "total_energy_ev": -8901.02125
}